Entry 1:
Entry from the Open Molecules 2025 dataset: a single C4H4S molecule at a distorted geometry (ωB97M-V/def2-TZVPD).

Structure (XYZ):
```
9
C4H4S ωB97M-V/def2-TZVPD
S 2.8297 0.1238 0.0360
C 1.3108 0.0094 -0.5154
C 0.1471 -0.1058 0.3439
C -1.2450 -0.6155 0.0018
C -1.1762 0.6429 0.3203
H 1.1219 0.0685 -1.8232
H 0.4912 -0.2806 1.4052
H -1.7311 -1.4498 -0.3566
H -1.7484 1.6071 0.5880
```

Summary:
- SMILES = S=CC1C=C1
- net charge = 0
- relative energy (zero: lowest compared OMol25 entry of this formula, charge and spin) (kcal/mol) = 89.1
- calculated total energy (eV) = -15043.815
- frontier orbital gap (eV) = 8.442

***

Entry 2:
Entry from the Open Molecules 2025 dataset: a molecular structure, C25H45GdNP2 at a distorted geometry (ωB97M-V/def2-TZVPD).

Structure (XYZ):
```
74
C25H45GdNP2 ωB97M-V/def2-TZVPD
Gd 0.7860 -0.2443 -1.4954
C 1.1900 -2.3263 0.8776
C 2.2490 -2.1127 -0.0573
C 2.1017 -0.2560 1.3085
C 1.1550 -1.2095 1.7570
C 2.8245 -0.8243 0.2118
C 0.3563 -3.5455 0.9752
H 0.2104 -4.0192 -0.0067
H -0.6451 -3.3145 1.3714
H 0.7957 -4.3079 1.6409
C 0.3602 -1.0918 3.0014
H -0.2145 -2.0058 3.1889
H -0.3399 -0.2515 2.9402
H 1.0182 -0.9121 3.8634
C 2.3299 1.0684 1.9299
H 2.8861 0.9795 2.8731
H 1.3719 1.5512 2.1541
H 2.8933 1.7335 1.2651
C 4.0052 -0.2449 -0.4862
H 4.8645 -0.9287 -0.4343
H 4.3138 0.6980 -0.0264
H 3.8145 -0.0475 -1.5584
C 2.7968 -3.1421 -0.9721
H 3.3269 -3.9334 -0.4189
H 3.5165 -2.7144 -1.6747
H 2.0013 -3.6366 -1.5435
C -1.2801 -0.5744 -2.7163
C -0.7606 -1.8470 -2.4957
C -0.1401 -2.6610 -3.6156
C 1.2539 -2.2184 -4.1331
C 1.8181 -0.9274 -3.5739
C 1.2426 0.3100 -3.8200
C 0.0185 0.4949 -4.7058
C -1.3305 0.0437 -4.1029
H -0.8202 -2.6996 -4.4783
H 1.2114 -2.1673 -5.2359
H -0.0502 -3.7016 -3.2650
H -1.8142 -0.6553 -4.8067
H -1.9347 -0.1135 -1.9572
H -1.1275 -2.4504 -1.6478
H -1.9974 0.9181 -4.0565
H -0.0602 1.5609 -4.9634
H 1.8299 1.2241 -3.6648
H 0.1566 -0.0163 -5.6762
H 1.9666 -3.0318 -3.9190
H 2.8757 -0.9921 -3.2835
P -3.1221 -1.1657 0.3217
C -3.2447 -1.2511 2.1509
H -4.2956 -1.2625 2.4676
H -2.7365 -0.3711 2.5587
H -2.7214 -2.1427 2.5179
C -4.2614 0.2477 0.0282
H -5.2442 0.0312 0.4705
H -4.3533 0.4174 -1.0532
H -3.8148 1.1444 0.4748
C -4.2003 -2.5426 -0.2145
H -4.2548 -2.5329 -1.3098
H -5.2026 -2.4352 0.2140
H -3.7520 -3.4971 0.0849
P 0.8736 2.9099 -1.3564
C 2.4007 3.7686 -1.8856
H 2.1370 4.7011 -2.4003
H 2.9830 3.1288 -2.5544
H 3.0101 3.9900 -0.9996
C -0.3527 3.6277 -2.5345
H -0.2804 3.1505 -3.5195
H -0.1594 4.7084 -2.6284
H -1.3674 3.4700 -2.1418
C 0.4187 3.9039 0.1210
H 0.1642 4.9221 -0.1928
H 1.2576 3.9277 0.8264
H -0.4388 3.4384 0.6195
N -1.4200 1.3061 0.9104
C -0.7137 0.8018 0.1067
```

Summary:
- multiplicity = 8
- net charge = +1
- relative energy (zero: lowest compared OMol25 entry of this formula, charge and spin) (kcal/mol) = 0.0
- calculated total energy (eV) = -67548.328
- frontier orbital gap (alpha / beta) (eV) = 5.482 / 5.406

***

Entry 3:
Entry from the Open Molecules 2025 dataset: a molecular structure, C35H37ClNOP2RuSSe4 at a distorted geometry (ωB97M-V/def2-TZVPD).

Structure (XYZ):
```
83
C35H37ClNOP2RuSSe4 ωB97M-V/def2-TZVPD
Ru 0.5643 0.4626 -0.1913
C 2.5847 -2.2588 0.5650
N 2.0358 -3.3242 -0.2258
C 0.8410 -3.0510 -0.9689
P 0.7265 -1.3019 -1.6333
C -0.6791 -1.6448 -2.7293
C -0.6407 -1.8636 -4.0998
C -1.7888 -2.2790 -4.7552
C -2.9688 -2.4620 -4.0550
C -3.0266 -2.1848 -2.6985
C -1.8849 -1.7700 -2.0410
C 2.2451 -1.2746 -2.6406
C 2.6333 -2.3205 -3.4748
C 3.8556 -2.2649 -4.1221
C 4.6968 -1.1764 -3.9522
C 4.3205 -0.1387 -3.1124
C 3.1048 -0.1934 -2.4566
C 2.8617 -4.3797 -0.5906
C 4.2537 -4.3037 -0.4737
C 5.0452 -5.3988 -0.7599
C 4.4796 -6.5888 -1.1811
C 3.1051 -6.6654 -1.3366
C 2.3043 -5.5782 -1.0508
P 1.3371 -1.1069 1.3659
C 2.4398 -0.5634 2.7020
C 3.5139 0.2348 2.3100
C 4.3651 0.7605 3.2609
C 4.1612 0.4792 4.6014
C 3.1007 -0.3226 4.9917
C 2.2259 -0.8318 4.0468
C 0.1635 -2.3125 2.0564
C -1.1878 -2.0897 1.8109
C -2.1315 -3.0095 2.2236
C -1.7338 -4.1621 2.8808
C -0.3906 -4.3899 3.1267
C 0.5601 -3.4720 2.7155
H 3.2358 -1.5949 -0.0398
H 3.1957 -2.6975 1.3655
H -0.0616 -3.2201 -0.3584
H 0.7815 -3.7166 -1.8363
H 0.2770 -1.7164 -4.6495
H -1.7622 -2.4658 -5.8180
H -3.8460 -2.8221 -4.5691
H -3.9572 -2.3008 -2.1593
H -1.9075 -1.5118 -0.9879
H 1.9939 -3.1801 -3.6274
H 4.1473 -3.0852 -4.7628
H 5.6516 -1.1450 -4.4583
H 4.9721 0.7090 -2.9600
H 2.8033 0.6064 -1.7761
H 4.7277 -3.3838 -0.1679
H 6.1176 -5.3129 -0.6560
H 5.1038 -7.4454 -1.3794
H 2.6545 -7.5895 -1.6701
H 1.2335 -5.6789 -1.1540
H 3.6664 0.4490 1.2550
H 5.1809 1.3975 2.9592
H 4.8235 0.9067 5.3392
H 2.9412 -0.5342 6.0390
H 1.3700 -1.4180 4.3541
H -1.4846 -1.1772 1.3029
H -3.1789 -2.8292 2.0415
H -2.4765 -4.8793 3.1957
H -0.0809 -5.2839 3.6474
H 1.6042 -3.6537 2.9171
Se -0.0043 4.1724 0.8040
Se -1.7090 3.7846 2.2516
Se -0.4450 1.0167 2.8983
Se 1.4735 2.4322 0.9857
Cl 1.0608 3.1620 -2.1791
C 0.2616 1.5717 -2.0140
H 0.5193 1.0441 -2.9455
H -0.8137 1.7827 -2.0515
C -4.2740 0.5233 -1.0650
S -3.2035 1.4715 0.1122
C -3.2095 2.9897 -0.9228
O -1.8702 0.8443 -0.0307
H -5.1745 1.0919 -1.2604
H -4.5290 -0.4270 -0.6099
H -3.7180 0.3546 -1.9808
H -4.0544 3.5838 -0.5982
H -3.2913 2.7362 -1.9725
H -2.2942 3.5434 -0.7391
```

Summary:
- multiplicity = 6
- net charge = 0
- relative energy (zero: lowest compared OMol25 entry of this formula, charge and spin) (kcal/mol) = 37.6
- calculated total energy (eV) = -346333.595
- frontier orbital gap (alpha / beta) (eV) = 7.329 / 5.666

***

Entry 4:
Entry from the Open Molecules 2025 dataset: 2 unconnected molecules or ions with the total composition C4H12NOP at a distorted geometry (ωB97M-V/def2-TZVPD).

Structure (XYZ):
```
19
C4H12NOP ωB97M-V/def2-TZVPD
C 1.5082 -0.9743 -0.9366
P 1.2037 -0.0166 0.6902
N 2.1649 1.3789 0.2763
O 2.3384 -0.7253 1.6772
H 2.4905 -1.1000 -1.3195
H 1.1129 -2.0013 -0.7404
H 0.8304 -0.4223 -1.6494
H 2.4290 1.9292 1.1727
H 1.7069 2.0754 -0.1915
H 3.2259 -0.4827 1.3444
C -1.8015 -0.5560 0.6940
C -1.9204 -1.0991 -0.5053
C -2.1582 -0.2826 -1.6917
H -1.5045 -1.0095 1.6240
H -1.9338 0.6055 0.6408
H -2.0716 -2.1755 -0.6833
H -3.1023 -0.4645 -2.2422
H -1.8237 0.7336 -1.3654
H -1.5063 -0.5932 -2.4995
```

Summary:
- SMILES = CP(N)O.C=CC
- net charge = 0
- relative energy (zero: lowest compared OMol25 entry of this formula, charge and spin) (kcal/mol) = 71.0
- calculated total energy (eV) = -17167.867
- frontier orbital gap (eV) = 9.089

***

Which of these has the highest relative energy (zero: lowest compared OMol25 entry of this formula, charge and spin)? C4H4S

***

Which formula does entry 4 have? C4H12NOP